{
  "formula": "C9H11O4S",
  "method": "ωB97M-V/def2-TZVPD",
  "homo_energy_ha": -0.138,
  "charge": -1,
  "total_energy_ha": -1048.6471,
  "e_above_lowest_ev": 0.439,
  "gap_ev": 7.3,
  "symbols": ["C", "C", "C", "C", "C", "C", "C", "C", "C", "O", "O", "O", "O", "S", "H", "H", "H", "H", "H", "H", "H", "H", "H", "H", "H"],
  "positions_angstrom": [[-0.60673, -1.38315, 0.83795], [0.64924, -0.94484, 1.48293], [1.80683, -0.73755, -0.81091], [0.66888, -0.49876, -1.79328], [1.44959, -0.07235, 0.50796], [-1.64386, 0.42921, -1.55915], [-0.16620, 0.52346, -1.06892], [0.54598, 1.03694, 0.05838], [0.26354, 2.18316, 0.93694], [-2.78251, 1.48721, 0.53897], [-0.68928, -2.46913, 0.35342], [-3.81101, -0.53435, -0.29998], [-1.57222, -0.55524, 1.04074], [-2.60058, 0.30553, -0.23137], [0.40263, -0.35758, 2.31887], [1.19119, -1.81366, 1.71935], [2.01903, -1.77896, -0.75456], [2.70926, -0.37324, -1.28570], [1.06097, -0.16999, -2.78493], [0.04829, -1.40856, -1.87776], [2.30508, 0.28422, 1.09606], [-1.72965, -0.53576, -2.00636], [-0.17852, 2.96552, 0.34853], [1.00193, 2.67168, 1.52958], [-0.34189, 1.74620, 1.70326]],
  "forces_ev_per_a": [[0.2, -0.1, 1.3], [0.6, 0.5, -1.4], [0.9, -0.3, -0.7], [-0.2, -0.6, 0.5], [0.8, 0.5, 0.0], [2.1, 0.8, 1.4], [-0.2, 1.3, 0.8], [-1.0, -1.1, -3.2], [-1.0, -0.4, -0.2], [0.3, 1.1, 0.3], [-0.3, -1.8, -1.6], [2.0, 0.8, -0.7], [-1.9, 1.4, 0.0], [-2.7, -1.6, 1.2], [-0.2, 0.6, 1.4], [0.9, -1.1, 0.6], [-0.1, -1.1, 0.5], [0.4, 0.7, 0.4], [-0.6, -0.2, 0.6], [0.5, 0.2, -0.5], [0.3, 0.1, -0.4], [-0.2, -0.4, -0.8], [-0.9, 0.3, 0.1], [1.7, -0.1, -0.1], [-1.4, 0.4, 0.6]]
}